1.
A cluster of 9 separate species, C12H42O9 in total. Source: the Open Molecules 2025 dataset; level of theory: ωB97M-V/def2-TZVPD.

Summary:
LUMO in eV: -0.03
Kohn-Sham gap in eV: 9.338
SMILES: CC(C)O.CC(C)O.CC(C)O.CC(C)O.O.O.O.O.O
Spin multiplicity: 1
DFT total energy in eV: -31553.2413

Atoms and positions in Å:
C: 0.452 -4.082 2.197
C: 0.561 -2.571 2.016
C: 1.671 -2.146 1.055
O: -0.691 -2.095 1.514
H: 1.306 -4.522 2.715
H: 0.373 -4.541 1.209
H: -0.454 -4.326 2.753
H: 0.788 -2.060 2.958
H: 1.610 -2.712 0.127
H: 2.633 -2.283 1.551
H: 1.602 -1.077 0.849
H: -1.314 -1.992 2.239
C: -0.272 -3.820 -2.514
C: -0.544 -2.467 -3.205
C: -1.494 -2.742 -4.365
O: -1.139 -1.559 -2.317
H: 0.382 -3.615 -1.659
H: 0.223 -4.587 -3.108
H: -1.199 -4.225 -2.103
H: 0.398 -2.050 -3.561
H: -1.957 -1.824 -4.738
H: -2.284 -3.460 -4.125
H: -1.047 -3.192 -5.259
H: -1.983 -1.884 -1.972
C: 0.513 2.059 -2.333
C: 1.843 2.790 -2.417
C: 1.823 4.198 -1.856
O: 2.835 1.976 -1.799
H: -0.023 2.195 -1.399
H: 0.724 0.996 -2.435
H: -0.160 2.413 -3.121
H: 2.060 2.862 -3.488
H: 1.403 4.235 -0.848
H: 1.073 4.703 -2.479
H: 2.802 4.664 -1.905
H: 2.628 1.892 -0.853
C: 3.109 1.546 2.994
C: 1.769 1.833 2.351
C: 1.247 3.230 2.692
O: 1.851 1.609 0.933
H: 3.820 2.373 2.949
H: 3.550 0.688 2.488
H: 2.923 1.334 4.049
H: 1.049 1.086 2.720
H: 0.207 3.419 2.422
H: 1.913 3.957 2.225
H: 1.244 3.373 3.777
H: 0.920 1.407 0.718
O: -3.654 -1.538 -0.602
H: -3.823 -0.952 -1.350
H: -3.927 -1.023 0.173
O: -2.121 1.107 2.978
H: -1.884 1.605 2.168
H: -2.073 1.752 3.692
O: -0.705 0.284 -0.066
H: -1.449 -0.045 0.454
H: -0.523 -0.427 -0.695
O: -4.296 -0.136 1.314
H: -3.603 0.272 1.862
H: -4.990 0.528 1.256
O: -1.706 2.730 0.673
H: -2.616 2.845 0.372
H: -1.373 1.991 0.126

2.
A structure of composition C12H44B2In2O11. Source: the Open Molecules 2025 dataset; level of theory: ωB97M-V/def2-TZVPD.

Summary:
LUMO in eV: -17.81
Kohn-Sham gap in eV: 3.008
Net charge: +4
Spin multiplicity: 1
DFT total energy in eV: -47318.4052

Atoms and positions in Å:
In: -3.339 -0.578 0.436
In: 1.893 1.292 -2.114
B: -0.647 0.617 -0.291
H: -0.678 0.952 -1.316
H: 0.341 0.808 0.099
H: -1.377 1.186 0.263
H: -0.707 -0.453 -0.170
B: 0.935 -1.698 -2.467
H: 1.843 -1.621 -1.890
H: 0.278 -0.862 -2.280
H: 1.149 -1.788 -3.520
H: 0.380 -2.551 -2.107
C: 2.359 -3.729 1.708
C: 1.441 -3.718 0.478
O: 0.906 -2.475 0.439
H: 2.608 -4.776 1.881
H: 2.000 -3.203 2.593
H: 3.331 -3.341 1.404
H: 0.659 -4.473 0.558
H: 1.909 -3.920 -0.486
H: 0.959 -2.155 -0.465
C: -3.109 3.190 1.309
C: -3.995 3.240 0.056
O: -3.724 2.252 -0.826
O: -3.067 1.922 1.968
H: -3.410 3.966 2.012
H: -2.084 3.480 1.077
H: -3.888 4.217 -0.416
H: -5.008 3.013 0.388
H: -3.570 2.753 -1.631
H: -2.669 2.004 2.837
C: -0.152 4.675 -1.889
C: 0.815 4.816 -3.158
O: 0.951 3.535 -3.854
O: 0.154 3.629 -0.965
H: -1.221 4.698 -2.100
H: -0.072 5.604 -1.324
H: 1.816 5.212 -2.986
H: 0.409 5.604 -3.792
H: 0.882 3.662 -4.803
H: 0.186 4.046 -0.101
C: -2.235 -4.397 -0.794
C: -2.674 -3.667 -2.081
O: -2.190 -2.316 -2.189
O: -2.410 -3.559 0.344
H: -1.181 -4.639 -0.929
H: -2.762 -5.334 -0.616
H: -3.756 -3.790 -2.129
H: -2.370 -4.242 -2.955
H: -1.233 -2.240 -2.214
H: -2.267 -4.111 1.117
C: 3.858 -0.466 0.889
C: 3.900 1.027 1.184
O: 3.013 1.925 0.622
O: 3.650 -0.746 -0.536
H: 2.999 -0.939 1.364
H: 4.722 -1.005 1.279
H: 4.878 1.474 1.003
H: 3.728 1.138 2.255
H: 2.857 2.608 1.279
H: 3.473 -1.687 -0.592
C: -0.426 -1.043 3.329
C: 0.586 0.201 3.207
O: 0.048 1.274 2.555
O: -0.896 -1.533 2.128
H: -1.249 -0.735 3.974
H: 0.016 -1.896 3.844
H: 1.433 -0.065 2.574
H: 0.965 0.515 4.179
H: 0.109 1.048 1.624
H: -0.076 -1.832 1.728

3.
A cluster of 9 separate species, C12H44N2O9 in total. Source: the Open Molecules 2025 dataset; level of theory: ωB97M-V/def2-TZVPD.

Summary:
LUMO in eV: 0.32
Kohn-Sham gap in eV: 8.457
Spin multiplicity: 1
DFT total energy in eV: -34562.1797

Atoms and positions in Å:
O: 0.261 24.032 -19.169
H: -0.419 23.820 -18.469
H: -0.149 24.589 -19.879
H: 1.074 24.488 -18.825
O: 0.757 27.297 -19.619
H: 1.624 26.802 -19.449
H: 0.400 27.633 -18.780
H: 0.083 26.673 -20.047
C: -0.844 26.969 -23.117
C: -0.199 25.795 -22.369
O: -0.644 25.747 -21.038
H: -0.828 27.875 -22.512
H: -1.866 26.709 -23.400
H: -0.351 27.181 -24.069
H: 0.887 25.927 -22.453
H: -0.504 24.869 -22.870
C: 2.158 24.910 -16.177
C: 2.917 25.657 -17.268
O: 2.390 25.446 -18.540
H: 1.123 25.271 -16.160
H: 2.623 25.011 -15.194
H: 2.053 23.843 -16.374
H: 3.962 25.322 -17.162
H: 3.063 26.725 -17.042
C: -3.399 23.878 -15.855
C: -1.963 23.936 -16.386
C: -1.342 22.541 -16.429
O: -0.108 22.450 -17.087
C: 0.442 21.163 -17.121
N: -2.041 24.560 -17.735
H: -4.012 23.206 -16.458
H: -3.797 24.889 -15.820
H: -3.471 23.423 -14.862
H: -1.404 24.645 -15.774
H: -1.996 21.930 -17.072
H: -1.422 22.058 -15.450
H: 1.471 21.145 -17.476
H: -0.125 20.638 -17.903
H: 0.318 20.544 -16.229
H: -2.196 25.562 -17.666
H: -2.913 24.358 -18.224
C: -0.140 20.828 -21.427
C: 1.229 21.065 -20.792
C: 1.996 19.784 -20.388
O: 1.170 18.933 -19.597
C: 0.334 18.017 -20.268
N: 2.034 21.900 -21.703
H: -0.210 20.081 -22.221
H: -0.491 21.715 -21.952
H: -0.791 20.549 -20.596
H: 1.060 21.616 -19.866
H: 2.922 20.009 -19.857
H: 2.379 19.275 -21.281
H: -0.613 18.108 -19.731
H: 0.700 16.986 -20.237
H: 0.139 18.182 -21.329
H: 1.593 22.704 -22.130
H: 2.339 21.338 -22.489
O: -2.482 23.243 -21.021
H: -2.019 24.087 -21.191
H: -2.595 22.847 -21.890
O: -2.038 27.289 -19.064
H: -2.992 27.326 -19.187
H: -1.698 26.873 -19.883
O: 3.914 22.883 -19.561
H: 3.168 22.558 -20.087
H: 3.713 23.824 -19.472

4.
A cluster of 10 separate species, C12H44O10 in total. Source: the Open Molecules 2025 dataset; level of theory: ωB97M-V/def2-TZVPD.

Summary:
LUMO (spin up / spin down) in eV: 2.56 / 2.50
Kohn-Sham gap (spin up / spin down) in eV: 2.306 / 10.024
Net charge: -1
Spin multiplicity: 2
Expectation value of S²: 0.7505
DFT total energy in eV: -33632.1232

Atoms and positions in Å:
O: -2.160 2.495 -1.297
H: -1.318 2.821 -1.615
H: -2.808 2.909 -1.868
O: -4.143 1.608 0.424
H: -3.473 2.047 -0.101
H: -4.206 0.730 0.047
O: 0.596 3.968 0.392
H: 0.397 3.070 0.659
H: 0.919 4.388 1.189
O: -3.339 1.687 3.367
H: -3.617 1.654 2.452
H: -3.674 0.877 3.749
O: -0.604 1.190 0.677
H: -0.504 0.556 -0.033
H: -1.405 1.668 0.459
O: 0.551 1.185 3.066
H: 0.310 1.016 2.155
H: 0.627 0.316 3.458
C: 1.241 1.788 -2.086
C: 1.297 3.091 -2.890
C: 0.953 2.886 -4.338
O: 0.298 3.946 -2.431
H: 1.512 1.971 -1.046
H: 1.997 1.054 -2.365
H: 0.249 1.337 -2.051
H: 2.262 3.575 -2.741
H: 1.661 2.278 -4.901
H: 0.885 3.864 -4.814
H: -0.024 2.430 -4.501
H: 0.371 3.830 -1.481
C: 2.450 -0.613 0.267
C: 2.983 -1.752 1.157
C: 2.292 -3.035 0.791
O: 4.272 -1.936 0.724
H: 2.644 -0.896 -0.767
H: 2.960 0.306 0.557
H: 1.397 -0.393 0.441
H: 2.849 -1.689 2.237
H: 2.315 -3.207 -0.285
H: 1.231 -2.943 1.023
H: 2.723 -3.932 1.236
H: 4.240 -2.086 -0.224
C: -1.847 -0.736 -3.335
C: -0.980 -1.665 -2.509
C: 0.381 -1.924 -3.027
O: -0.782 -1.049 -1.232
H: -2.678 -0.316 -2.768
H: -2.258 -1.292 -4.178
H: -1.313 0.155 -3.666
H: -1.571 -2.574 -2.401
H: 0.873 -2.799 -2.603
H: 0.969 -1.012 -2.921
H: 0.267 -2.119 -4.093
H: -1.670 -0.805 -0.960
C: -1.197 -1.723 2.615
C: -0.608 -2.000 4.006
C: -0.279 -3.476 4.375
O: 0.549 -1.281 4.214
H: -0.462 -1.780 1.813
H: -1.555 -0.694 2.576
H: -2.013 -2.389 2.333
H: -1.414 -1.639 4.645
H: 0.480 -3.816 3.671
H: -1.101 -4.182 4.265
H: 0.173 -3.615 5.357
H: 0.829 -1.330 5.131

Which relative energy (zero: lowest compared OMol25 entry of this formula, charge and spin) belongs to each record? In order, 4.0, 168.4, 57.5, 12.5 kcal per mole.